No. 1
Entry from the Open Molecules 2025 dataset: a structure of composition C28H45ClN5O7Sr at a distorted geometry (wB97M-V/def2-TZVPD).

```
87
Properties=species:S:1:pos:R:3:forces:R:3:mulliken_charge:R:1
O -0.2013 -0.4560 -2.6497 0.83 -0.43 1.31 -0.45
C -1.0763 -0.2142 -3.6408 0.02 0.49 -0.67 -0.38
C -0.7892 1.1656 -4.2616 -0.69 -0.12 0.22 -0.39
C -0.1675 2.1944 -3.5434 -0.20 0.08 -0.52 0.25
H 0.1497 2.0455 -2.5025 -0.11 -0.03 -0.57 0.25
C 0.0301 3.4341 -4.1650 0.10 -0.09 0.05 -0.73
H 0.5479 4.2167 -3.6164 -0.14 0.00 -0.04 0.43
C -0.4004 3.6699 -5.4726 -0.04 -0.30 0.13 -0.48
H -0.2337 4.6378 -5.9535 -0.06 -0.32 0.20 0.37
C -1.0497 2.6404 -6.1610 0.10 -0.17 -0.05 -0.65
H -1.3943 2.7965 -7.1789 0.01 0.07 0.06 0.37
C -1.2326 1.3934 -5.5646 0.18 0.51 0.12 -0.23
H -1.7500 0.5755 -6.0762 0.18 0.34 0.04 0.36
H -0.9222 -0.9079 -4.4944 -0.05 -0.20 -0.13 0.19
C -2.9028 -1.8518 -2.9161 -0.24 -0.02 0.13 -1.32
C -2.5453 -0.4287 -3.2099 0.84 0.96 -0.20 0.78
H -3.9855 -1.9803 -3.0380 0.26 -0.23 0.13 0.53
H -2.6219 -2.0943 -1.8707 -0.26 -0.07 -0.66 -0.06
H -2.3795 -2.5263 -3.6161 -0.11 0.13 0.32 0.34
C -3.3433 0.6223 -3.0104 0.04 -0.39 -0.42 0.24
C -4.7693 0.5678 -2.5859 -0.17 0.30 0.31 -1.55
H -2.9525 1.6298 -3.1988 -0.11 -0.36 -0.02 0.30
H -5.4108 1.0033 -3.3637 0.00 -0.07 0.09 0.40
H -4.8289 1.1871 -1.6886 -0.39 -0.06 -0.01 0.26
H -5.1318 -0.4288 -2.3040 0.18 0.32 -0.16 0.33
Sr -0.7144 -0.0371 -0.3434 -0.25 -0.19 -0.07 1.43
Cl -3.6138 -0.0430 0.3776 -0.61 0.00 -0.97 -0.63
C -1.8100 -0.4012 2.3889 0.10 0.95 -0.65 -0.49
O -1.0276 -1.1623 1.7960 -0.30 0.16 0.61 -0.36
N -2.2594 -0.5872 3.6283 0.03 -0.69 0.99 0.24
C -1.5439 -1.6113 4.3967 -0.29 0.20 0.11 -0.77
C -2.8110 0.5608 4.3473 0.03 -0.28 -0.15 -0.89
H -2.2483 0.5068 1.8967 0.80 -0.76 0.84 0.51
H -0.9590 -2.2055 3.6828 -0.12 0.22 0.37 0.20
H -2.2180 -2.2695 4.9519 -0.14 0.08 -0.13 0.32
H -0.8953 -1.1138 5.1315 0.08 -0.11 -0.21 0.20
H -2.9341 1.3988 3.6514 0.09 -0.25 0.20 0.29
H -2.1176 0.8440 5.1447 0.00 0.12 -0.16 0.23
H -3.7758 0.3492 4.8088 -0.09 -0.25 -0.11 0.34
H 4.1744 1.4015 -2.6893 -0.18 0.07 -0.15 0.32
H 4.1639 1.6594 0.0282 -0.30 -0.17 -0.09 0.39
C 3.0869 1.2958 -2.5629 0.24 -0.22 -0.03 -1.08
C 3.0772 1.5137 -0.1118 -0.21 0.20 0.09 -0.06
N 2.8032 0.6890 -1.2770 0.20 -0.04 0.03 0.57
H 2.6600 0.6681 -3.3540 0.09 0.29 0.12 0.37
C 2.4034 -0.5922 -1.1867 -0.79 -0.17 0.78 -0.41
O 1.8955 -1.1062 -0.1738 0.75 0.51 -1.05 -0.31
H 2.6129 1.0680 0.7751 0.26 0.21 -0.74 -0.91
H 2.5291 -1.1652 -2.1229 -0.18 0.21 0.12 0.37
H 2.6240 2.2920 -2.5891 0.09 -0.33 -0.14 0.29
H 2.6196 2.5022 -0.2564 0.16 -0.23 -0.04 0.36
H -0.7634 -5.9122 -0.0125 -0.09 0.28 -0.04 0.32
H 1.3889 -6.0314 -1.6255 0.08 0.13 -0.04 0.33
C -1.1703 -5.3501 -0.8663 0.15 -0.12 -0.06 -0.96
C 0.8814 -5.3102 -2.2761 -0.14 -0.01 0.01 -0.97
N -0.1227 -4.5805 -1.5305 -0.10 -0.39 -0.07 0.29
H -1.9764 -4.6842 -0.5390 0.36 -0.13 -0.05 0.23
C -0.0400 -3.2505 -1.3761 -1.11 1.27 1.10 0.59
O -0.8124 -2.6128 -0.6340 1.32 -1.02 -1.13 -0.61
H 1.6118 -4.6057 -2.6892 -0.15 -0.20 0.10 0.26
H 0.7502 -2.7601 -1.9799 -0.36 -0.11 0.30 -0.33
H -1.5643 -6.0978 -1.5641 -0.01 0.19 -0.03 0.34
H 0.4234 -5.8782 -3.0936 0.03 0.11 0.01 0.32
C 2.4411 -1.3293 2.9372 -0.08 -0.15 -0.12 -1.08
C 3.0360 0.0812 2.9733 0.55 0.42 -0.19 -1.04
C 2.0793 1.2458 3.4483 0.47 -1.17 0.27 2.52
C 1.9703 0.9482 4.9551 0.16 0.23 0.39 -0.61
C 1.2135 1.9841 5.7505 -0.32 0.13 0.16 -1.42
C 2.6526 2.6341 3.1291 0.17 -0.20 0.55 -0.42
O 3.6787 3.0736 3.6341 -0.83 -0.23 -0.54 -0.69
N 1.8444 3.3959 2.2994 0.56 0.74 0.00 0.29
C 0.8659 2.9517 1.3821 -1.23 -2.41 -0.04 -0.78
O 0.3278 3.6922 0.5653 1.18 0.03 0.38 -0.76
N 0.5659 1.6077 1.5292 -0.68 1.52 -0.77 1.02
C 0.6834 1.2540 2.8306 -1.36 -0.37 2.00 -0.49
O -0.2996 1.0858 3.5868 2.08 -0.04 -1.76 -0.67
H 2.0396 -1.6169 3.9247 0.08 0.06 -0.48 0.35
H 3.2649 -2.0293 2.7021 -0.39 0.22 0.07 0.44
H 1.6674 -1.4546 2.1587 0.29 0.12 0.49 0.02
H 3.8699 0.0688 3.7034 -0.37 0.17 -0.36 0.61
H 3.5168 0.3202 2.0169 -0.23 -0.27 0.35 0.38
H 1.4473 -0.0199 5.0458 0.25 0.44 -0.05 0.11
H 2.9830 0.8201 5.3783 -0.34 0.11 -0.25 0.42
H 0.1945 2.0260 5.3535 0.25 0.24 0.39 0.21
H 1.1765 1.6715 6.7995 0.02 0.28 -0.02 0.46
H 1.6866 2.9695 5.6596 -0.08 -0.13 0.20 0.31
H 2.1269 4.3468 2.1673 0.24 0.43 0.01 0.33
```
Positions in Å, forces in eV/Å.

highest occupied orbital energy	-5.24	eV
molecular weight	686.77	g mol⁻¹
relative energy (zero: lowest compared OMol25 entry of this formula, charge and spin)	12.46	kcal per mole
multiplicity	1
LUMO energy	2.3	eV
gap between HOMO and LUMO	7.4875	eV
total charge	-1
E_tot	-2385.5377	Eh

No. 2
Entry from the Open Molecules 2025 dataset: a cluster of 3 separate species, C28H46BF2NO11P2S in total at a distorted geometry (wB97M-V/def2-TZVPD).

```
92
Properties=species:S:1:pos:R:3:forces:R:3:mulliken_charge:R:1
C 3.2254 4.4244 1.3573 -0.47 0.28 -0.17 -0.86
C 1.7063 3.7286 1.3719 -0.18 1.68 1.47 -0.24
C 1.5628 2.6616 2.6093 0.01 -1.03 -0.54 -0.05
F 1.5140 3.3235 3.9622 0.02 -0.97 -2.95 -0.36
C 0.2895 1.6349 2.4985 -2.40 -3.08 0.32 0.43
C 0.5127 0.1029 3.1158 -3.71 0.51 -1.44 -0.64
C -0.6877 -1.0547 3.1312 -0.81 3.65 -1.39 -0.64
C -2.1943 -0.6987 2.5175 4.12 2.97 0.13 0.20
C -2.3822 0.8292 1.8723 2.16 -1.53 1.64 0.05
C -1.1859 1.9751 1.8658 0.57 -2.73 1.58 0.23
O -1.4853 3.3044 1.3070 0.57 -2.41 2.58 -0.54
S -4.1143 1.1565 1.1344 0.73 -1.25 2.10 -0.31
C -5.2497 0.2451 2.3721 -0.79 -1.92 1.87 -0.06
C -4.6313 -1.1609 2.9789 -4.55 1.50 1.45 0.28
C -5.6083 -1.9567 4.0771 -1.12 3.40 -1.45 -0.61
C -7.0831 -1.2986 4.5103 1.73 1.16 -1.96 0.15
F -7.8942 -2.0438 5.5400 2.54 2.36 -3.29 -0.30
C -7.6618 0.1228 3.8492 3.86 -2.11 -0.68 -0.49
C -6.7102 0.8921 2.7407 1.16 -3.55 2.41 0.32
B -7.2227 2.3020 2.0082 0.03 1.46 -0.95 0.66
O -7.1180 2.4340 0.5117 1.75 0.22 2.84 -0.51
O -7.8099 3.4569 2.7157 -0.30 -2.85 -2.83 -0.43
C -8.7964 4.0633 1.7755 -1.17 1.78 -0.54 -0.51
N -3.2816 -1.7484 2.5743 -0.47 2.94 2.34 0.07
H 4.0081 3.7936 1.9701 -1.53 1.09 -1.50 0.25
H 3.5141 4.5475 0.2168 -0.22 -0.28 2.55 0.23
H 3.2154 5.5054 1.8638 -0.13 -2.46 -1.17 0.27
H 1.3995 3.3069 0.3215 0.68 0.46 2.33 0.32
H 0.9665 4.6303 1.6234 1.41 -2.08 -0.70 0.16
H 2.5668 2.0227 2.6164 -2.32 1.23 0.23 0.33
H 1.5591 -0.1988 3.5671 -2.39 0.77 -1.06 0.21
H -0.5042 -2.1346 3.5947 -0.32 2.66 -1.13 0.18
H -1.4733 3.9238 2.0971 0.02 -1.04 -1.28 0.36
H -5.2327 -2.9659 4.5353 -0.99 2.18 -0.87 0.22
H -8.7041 0.5366 4.1899 2.36 -0.93 -0.79 0.30
H -6.2590 2.9154 0.2727 -1.78 -0.97 0.50 0.30
H -9.4885 3.2677 1.2522 1.64 1.51 0.99 0.24
H -9.5396 4.7938 2.3579 1.90 -1.74 -0.86 0.23
H -8.2511 4.7424 0.9643 -1.18 -1.71 1.73 0.21
H -3.0123 -2.3626 3.4010 -0.39 0.80 -1.55 0.38
O -1.3758 -4.9839 -0.7525 0.67 -3.47 3.14 -0.70
P -2.5352 -6.0092 -0.7070 -3.86 5.67 -7.26 1.03
O -2.4942 -6.3406 -2.3290 0.53 -0.53 0.29 -0.39
C -1.4972 -7.2387 -2.7874 0.06 -0.19 -0.35 -0.31
C -1.7491 -8.6574 -2.3109 -0.07 -0.19 0.05 -0.93
O -3.7362 -4.8481 -0.7427 0.24 -0.92 1.31 -0.40
C -3.4284 -3.5187 -0.3243 0.34 0.45 0.00 -0.21
C -2.8880 -2.6786 -1.4758 -0.34 0.18 -0.31 -1.12
O -3.8306 -7.1547 -0.6562 2.66 -0.46 2.51 -0.23
C -3.8673 -7.9269 0.5378 -0.41 -0.37 0.50 -0.22
C -3.9521 -7.0735 1.7906 -0.24 0.06 0.07 -1.13
H -0.5090 -6.8918 -2.4689 0.02 0.01 -0.05 0.26
H -1.5201 -7.2177 -3.8816 -0.08 0.16 0.15 0.33
H -1.5982 -8.7324 -1.2305 0.05 -0.09 0.05 0.17
H -1.0630 -9.3612 -2.7901 -0.02 0.10 0.04 0.42
H -2.7786 -8.9669 -2.5196 0.19 0.09 -0.03 0.23
H -2.7286 -3.5372 0.5204 -0.09 0.02 -0.31 0.31
H -4.3474 -3.0627 0.0576 -0.05 -0.26 -0.12 0.34
H -2.1728 -3.2140 -2.1041 0.06 -0.05 0.32 0.33
H -2.4171 -1.7665 -1.0983 -0.04 -0.07 -0.01 0.28
H -3.7087 -2.3853 -2.1445 0.11 -0.01 0.20 0.30
H -2.9784 -8.5630 0.5774 -0.07 -0.18 0.07 0.25
H -4.7417 -8.5822 0.4804 0.09 0.10 -0.15 0.36
H -3.0799 -6.4181 1.8895 0.11 0.00 0.02 0.33
H -3.9954 -7.7052 2.6832 0.03 0.07 -0.11 0.43
H -4.8364 -6.4303 1.7656 0.10 -0.10 -0.02 0.27
O 7.9395 1.9512 -2.7534 3.53 2.68 -1.61 -0.71
P 7.5647 3.4413 -2.9449 -8.78 -2.87 3.50 0.96
O 7.0081 3.6466 -1.3989 0.74 0.16 0.07 -0.36
C 7.9721 3.8485 -0.3787 -0.01 0.13 0.40 -0.33
C 8.6645 5.1924 -0.5103 0.06 0.20 -0.02 -0.94
O 6.0971 3.1131 -3.6730 1.12 0.60 -0.89 -0.34
C 5.8985 1.8422 -4.2915 0.06 -0.52 0.02 -0.34
C 5.3859 0.8075 -3.2964 -0.50 0.03 0.11 -1.02
O 7.1459 5.1062 -3.1588 3.36 -1.04 -1.10 -0.20
C 8.0268 5.8130 -4.0236 0.12 0.58 -0.53 -0.23
C 8.1367 5.1808 -5.3996 -0.18 0.09 -0.14 -1.12
H 8.7020 3.0328 -0.3898 -0.01 -0.02 0.04 0.27
H 7.4438 3.8087 0.5792 -0.07 -0.08 -0.20 0.32
H 9.3086 5.2080 -1.3939 0.10 0.05 0.00 0.17
H 9.2931 5.3982 0.3605 -0.04 -0.07 -0.07 0.43
H 7.9362 6.0025 -0.6221 0.09 -0.18 0.07 0.24
H 6.8228 1.5062 -4.7777 -0.17 0.02 0.24 0.32
H 5.1655 1.9676 -5.0948 0.00 0.26 0.18 0.37
H 5.8893 0.8512 -2.3280 0.22 0.02 -0.26 0.29
H 5.4873 -0.2020 -3.7049 0.00 0.09 0.04 0.31
H 4.3222 0.9833 -3.0858 0.18 -0.05 -0.12 0.29
H 9.0144 5.8686 -3.5570 0.06 0.20 -0.04 0.25
H 7.6469 6.8346 -4.1186 -0.05 -0.14 0.15 0.35
H 8.5340 4.1615 -5.3423 0.09 -0.05 0.02 0.34
H 8.8088 5.7635 -6.0372 -0.06 -0.09 0.09 0.41
H 7.1559 5.1171 -5.8793 0.12 0.03 0.08 0.26
```
Positions in Å, forces in eV/Å.

highest occupied orbital energy	-7.97	eV
molecular weight	715.50	g mol⁻¹
multiplicity	1
LUMO energy	-1.9	eV
gap between HOMO and LUMO	6.1046	eV
E_tot	-3281.6684	Eh

> Which formula does entry 2 have?

C28H46BF2NO11P2S